Entry 1:
This record from the Open Molecules 2025 dataset describes a structure of composition C39H33BrILuN5O2. The level of theory is wB97M-V/def2-TZVPD.

The geometry in XYZ format:
```
82
Properties=species:S:1:pos:R:3:forces:R:3
Lu 0.032 -0.120 -0.396 0.3097 -0.3609 -0.8670
C -0.823 -0.998 -3.978 0.0250 -0.0066 0.0560
C -0.728 -2.423 -3.454 -0.0140 0.0901 0.1379
C -1.728 -2.676 -2.361 -0.0377 0.1423 0.0672
C -2.483 -3.837 -2.370 -0.1372 -0.1332 -0.0021
C -3.478 -4.017 -1.421 0.0053 -0.1313 -0.0773
C -3.715 -3.010 -0.507 -0.1232 -0.0449 0.0395
C -2.913 -1.889 -0.548 0.1301 0.1396 -0.2369
N -1.915 -1.717 -1.436 -0.0244 0.0721 0.5174
N -0.305 0.081 -3.096 0.0367 0.0880 0.1706
C -1.131 1.271 -3.338 0.0546 -0.0146 0.1289
C -0.889 2.422 -2.397 0.1121 -0.0601 0.0282
C -1.286 3.698 -2.757 -0.0116 0.1984 -0.1155
C -1.058 4.746 -1.882 -0.0575 0.1002 -0.0425
C -0.397 4.498 -0.689 -0.0070 0.1888 0.0075
C -0.036 3.204 -0.403 0.0411 -0.2409 -0.0165
N -0.306 2.177 -1.222 -0.2237 -0.3058 0.2722
C 1.106 0.350 -3.405 0.0433 -0.0655 0.0622
C 2.020 -0.734 -2.883 -0.2580 -0.0353 0.0799
C 3.218 -1.020 -3.507 0.1970 -0.0718 -0.1267
C 4.051 -1.978 -2.953 0.0940 -0.0222 -0.0678
C 3.659 -2.636 -1.796 0.0967 -0.0567 -0.0123
C 2.448 -2.299 -1.231 -0.1855 0.1010 -0.1066
N 1.641 -1.368 -1.765 0.0162 0.1156 0.3157
H -1.877 -0.797 -4.157 -0.0658 0.0154 -0.0314
H -0.323 -0.933 -4.948 0.0451 0.0383 -0.0527
H 0.275 -2.668 -3.123 0.1063 -0.0407 0.0032
H -0.949 -3.090 -4.285 -0.0299 -0.0531 -0.0451
H -2.301 -4.584 -3.134 0.0017 0.0249 0.0636
H -4.068 -4.927 -1.410 0.0413 0.0635 -0.0164
H -4.488 -3.091 0.247 0.0450 0.0160 -0.0693
H -3.060 -1.097 0.172 0.0636 -0.0127 0.0270
H -2.172 0.969 -3.232 -0.1114 -0.0480 0.0164
H -1.008 1.630 -4.365 -0.0145 0.0514 -0.1200
H -1.761 3.863 -3.717 0.0340 -0.0002 0.0699
H -1.382 5.749 -2.135 0.0487 -0.0750 0.0057
H -0.171 5.290 0.013 -0.0248 -0.0350 -0.0416
H 0.497 2.961 0.506 -0.0402 -0.0228 0.0708
H 1.407 1.275 -2.916 0.0209 0.0953 0.0225
H 1.259 0.472 -4.482 0.0119 0.0040 -0.0937
H 3.496 -0.490 -4.411 -0.0169 -0.0495 0.0672
H 4.999 -2.214 -3.424 -0.0730 0.0228 0.0450
H 4.283 -3.389 -1.331 -0.0446 0.0453 -0.0439
H 2.103 -2.773 -0.318 -0.0119 0.0415 0.0071
Br -1.007 3.795 3.124 -0.0370 -0.1099 -0.1405
C -2.727 3.251 3.691 -0.1813 -0.0501 0.0350
C -3.110 3.643 4.968 -0.0177 -0.0197 0.0183
C -4.361 3.296 5.456 0.0398 0.0502 0.0662
C -5.230 2.552 4.674 -0.0768 -0.0014 0.0612
C -4.851 2.154 3.404 -0.0908 -0.0564 0.0808
C -3.605 2.505 2.908 0.2420 0.0014 -0.0194
I -3.188 1.859 0.970 0.0326 0.2148 -0.1552
H -2.420 4.218 5.573 -0.0694 -0.0299 -0.0367
H -4.652 3.612 6.451 0.0305 -0.0332 -0.0771
H -6.208 2.276 5.049 0.0442 0.0124 -0.0011
H -5.524 1.563 2.795 0.0334 0.0573 0.0326
C -1.329 -2.434 3.989 0.0182 0.0296 -0.0246
C -1.172 -1.052 3.941 -0.0293 -0.0808 0.0308
C -0.916 -0.428 2.727 -0.0092 -0.1439 0.1632
C -0.825 -1.123 1.516 0.0002 0.1103 -0.1510
C -0.969 -2.511 1.612 0.0601 -0.1566 0.0886
C -1.212 -3.167 2.815 0.0084 0.0274 0.0331
H -1.521 -2.934 4.933 0.0120 0.0538 -0.0907
H -1.241 -0.464 4.852 0.0129 -0.0493 -0.0641
H -0.764 0.643 2.745 -0.0085 0.2683 0.0163
H -0.879 -3.131 0.721 -0.0245 -0.0490 -0.0329
H -1.307 -4.248 2.837 0.0092 0.0667 0.0057
O 2.357 1.322 -0.828 -0.0613 0.1226 -0.1388
C 2.775 0.679 0.142 0.0640 -0.1288 0.2225
N 1.934 -0.104 0.857 0.2181 -0.1616 0.2713
C 2.691 -0.829 1.812 0.1664 0.3887 -0.3368
O 2.306 -1.721 2.512 -0.1997 -0.1252 0.1219
C 4.115 -0.333 1.705 -0.1357 -0.0457 0.0016
C 5.244 -0.678 2.412 0.1395 -0.0603 0.1070
C 6.447 -0.080 2.034 -0.0669 -0.0222 0.0125
C 6.502 0.823 0.974 -0.0186 0.0028 -0.0178
C 5.351 1.163 0.265 0.0573 0.0944 -0.0597
C 4.169 0.571 0.660 -0.1336 0.1048 -0.1372
H 5.195 -1.385 3.233 0.0044 0.0414 -0.0676
H 7.356 -0.322 2.572 -0.0322 0.0121 -0.0304
H 7.452 1.267 0.699 -0.0661 -0.0340 0.0366
H 5.381 1.868 -0.560 -0.0018 -0.0684 0.0801
```
Forces are in eV/Å.

* relative energy (zero: lowest compared OMol25 entry of this formula, charge and spin): 20.4 kcal per mole
* E: -6037.4211 Eh
* HOMO: -10.244 eV
* charge: +1

---

Entry 2:
This record from the Open Molecules 2025 dataset describes a cluster of 2 separate species, C3H9N2S3 in total at a distorted geometry. The level of theory is wB97M-V/def2-TZVPD.

The geometry in XYZ format:
```
17
Properties=species:S:1:pos:R:3:forces:R:3
C -0.738 2.036 -0.407 0.0468 -1.3813 1.8056
C 0.435 2.899 -0.089 0.8277 1.2580 0.4475
C 0.917 0.452 0.077 -0.4851 -2.2585 -0.0511
N 0.213 -3.274 0.619 -0.3479 0.8837 2.2873
N -0.277 0.639 -0.320 -3.4924 -0.8944 0.3715
S 1.884 1.731 0.338 0.3461 2.1820 0.5255
S -1.063 -2.062 1.136 3.1773 0.6933 -0.3579
S 1.163 -3.058 -0.762 -1.6194 -0.5755 -1.8969
H -1.576 2.226 0.283 0.3029 -0.3769 -0.2965
H -1.038 2.170 -1.372 -1.1477 0.5571 -2.6293
H 0.821 3.413 -1.010 -0.5684 0.0588 1.2865
H 0.043 3.548 0.771 1.7820 -0.4704 -1.2650
H 1.149 -0.600 0.211 0.7306 0.1434 0.0460
H 0.789 -3.383 1.496 -0.5410 -0.1827 -1.5957
H -1.008 -0.168 -0.239 1.7840 1.4244 -0.4143
H 0.207 -3.606 -1.779 1.7122 0.8381 1.9515
H -1.922 -2.961 1.045 -2.5075 -1.8992 -0.2148
```
Forces are in eV/Å.

* relative energy (zero: lowest compared OMol25 entry of this formula, charge and spin): 24.3 kcal per mole
* E: -1423.4458 Eh
* HOMO: -12.389 eV
* charge: +1

---

> Which value of relative energy (zero: lowest compared OMol25 entry of this formula, charge and spin) does entry 1 give?

20.4 kcal per mole

---

> Among the records above, which one has the lowest HOMO?

C3H9N2S3

---

> Which formula does entry 2 have?

C3H9N2S3